No. 1
Entry from the Open Molecules 2025 dataset: a molecular structure, C24H26ClN3Pd at a distorted geometry (ωB97M-V/def2-TZVPD).

Summary:
Lowest unoccupied orbital energy (alpha / beta): -5.462 / -10.366 eV
Net charge: +2
E: -1681.71728 hartree
HOMO (alpha / beta): -14.17 / -14.16 eV
Spin multiplicity: 5
Frontier orbital gap (alpha / beta): 8.713 / 3.796 eV
Largest force on an atom: 2.8 eV/A

The geometry in XYZ format:
```
55
Properties=species:S:1:pos:R:3:forces:R:3
Pd 0.152139 -0.421603 -0.319644 0.4 2.6 0.5
Cl -1.852968 -3.303102 -1.727646 -0.3 -0.5 -0.2
N 1.181291 1.414927 0.183172 0.2 0.1 0.4
N 3.347653 7.103953 6.726706 -0.5 -1.7 -2.2
N 1.933981 3.099841 1.389672 -0.5 -0.9 -1.5
C 2.075101 -1.703348 -0.176036 0.3 -0.3 0.5
C 2.587583 5.250932 2.296536 -0.1 -0.1 0.4
C -0.846927 -0.440530 -2.330096 -1.8 0.1 0.5
C -2.919363 -4.594447 -2.504790 -0.7 -0.9 -0.5
C 1.854571 -1.228859 1.154491 0.4 -0.5 0.2
C 0.017356 -2.495690 0.544445 0.4 -0.6 -0.5
C 2.848475 6.072021 3.397262 0.0 -0.2 -0.3
C -0.384733 0.853808 -2.721743 -0.1 -0.1 -0.2
C -2.313817 -4.931120 -3.868238 0.3 0.2 0.1
C -1.083683 1.827082 -1.967932 0.3 0.6 -0.3
C 3.108909 6.401233 5.820091 0.4 1.6 2.0
C 1.332729 1.878413 1.423929 0.5 1.0 -0.6
C 2.229558 3.915147 2.504134 0.1 0.8 1.2
C 0.952010 -2.508119 -0.552300 -0.6 -0.7 0.7
C -1.841032 -0.234517 -1.256004 0.6 -0.7 -1.5
C 2.165522 3.405718 0.040933 0.0 -0.5 0.8
C -4.323793 -4.006860 -2.648400 0.1 0.3 0.2
C 1.736873 2.337611 -0.685371 -0.2 0.4 0.6
C 2.407661 4.222079 4.899211 -0.1 -0.2 -0.3
C -2.912405 -5.802219 -1.566519 0.2 0.2 0.2
C -1.962698 1.180641 -1.066939 -0.3 -0.3 0.1
C 2.112456 3.399021 3.803903 0.2 0.4 0.0
C 2.792291 5.555560 4.697864 -0.2 -0.3 -0.4
C 0.573935 -1.688132 1.586605 0.4 -0.4 0.0
H -1.891781 -6.176509 -1.424635 -0.2 0.0 -0.1
H -1.005771 2.903027 -2.113978 0.0 -0.3 0.1
H -2.311549 -4.048987 -4.519841 0.0 -0.2 0.1
H -2.682244 1.648269 -0.395638 0.3 0.0 -0.2
H 0.312610 1.035726 -3.540422 -0.2 0.0 0.4
H 0.104112 -1.502694 2.549898 0.2 0.0 -0.2
H 2.337099 3.831942 5.916898 0.0 0.1 -0.4
H -0.667335 -1.378544 -2.847579 -0.1 0.3 0.1
H -3.525002 -6.615077 -1.978328 0.1 0.3 0.0
H 2.554951 -0.649896 1.750767 -0.2 -0.1 -0.3
H 2.946198 -1.514480 -0.798787 -0.2 0.0 0.2
H 1.803649 2.363838 3.968977 0.2 0.4 0.1
H -5.004733 -4.745555 -3.091603 0.3 0.1 0.1
H -0.929363 -3.024631 0.600915 0.4 0.1 0.0
H -4.309468 -3.121583 -3.295497 0.0 -0.2 0.1
H 1.047932 1.419667 2.365212 -0.1 -0.1 -0.5
H 0.847490 -3.048561 -1.489596 0.0 0.1 0.3
H 2.599225 4.335403 -0.276164 0.1 -0.1 0.0
H -2.494200 -1.000299 -0.852845 0.1 0.2 -0.2
H 1.781402 2.199991 -1.755148 0.0 0.0 0.2
H 3.091911 7.121221 3.240622 0.0 -0.3 0.1
H -3.318144 -5.527604 -0.585625 0.0 -0.1 -0.2
H -2.896826 -5.720301 -4.361752 0.1 0.2 0.2
H -4.721871 -3.714869 -1.669288 0.0 -0.1 -0.2
H -1.280856 -5.282251 -3.759776 -0.2 0.0 0.0
H 2.643890 5.653313 1.285916 0.0 0.0 0.4
```
Forces are in eV/Å.

Let us look at the Löwdin charges, expressed in e, one per atom: 0.951, 0.750, -0.041, 0.193, 0.012, -0.066, 0.014, -0.137, -0.862, -0.098, -0.161, 0.013, -0.017, -0.103, -0.015, -0.151, -0.094, -0.184, -0.148, -0.155, 0.019, -0.103, -0.100, 0.009, -0.102, 0.015, 0.006, -0.209, -0.072, 0.085, 0.141, 0.083, 0.143, 0.141, 0.133, 0.136, 0.079, 0.103, 0.127, 0.136, 0.106, 0.104, 0.081, 0.083, 0.135, 0.102, 0.128, 0.080, 0.109, 0.137, 0.084, 0.104, 0.084, 0.084, 0.112

No. 2
Entry from the Open Molecules 2025 dataset: a molecular structure, C24H26ClN3Zr at a distorted geometry (ωB97M-V/def2-TZVPD).

Summary:
Lowest unoccupied orbital energy: -8.416 eV
Net charge: +2
E: -1601.09735 hartree
HOMO: -14.58 eV
Spin multiplicity: 1
Frontier orbital gap: 6.162 eV
Largest force on an atom: 2.8 eV/A

The geometry in XYZ format:
```
55
Properties=species:S:1:pos:R:3:forces:R:3
Zr 0.304042 0.200049 -0.043941 1.2 0.1 0.6
Cl -4.155089 -2.630285 0.840158 0.7 0.4 -0.2
N 2.246471 1.374757 -0.245726 0.5 -0.1 -0.1
N 4.198224 2.359154 -0.279564 -0.8 -0.3 0.0
N 10.651779 4.387655 -0.095868 -2.7 -0.9 0.0
C 7.867541 2.260153 -0.604928 -0.2 0.2 0.3
C 1.488497 -1.724915 -1.150807 -0.7 0.9 -0.7
C -6.024573 -3.427062 2.637365 0.2 0.1 0.1
C 8.184122 3.524909 -0.060169 -0.5 -0.1 -0.1
C 0.081974 -2.029631 -1.118967 -0.2 0.7 -1.1
C 6.543412 1.808472 -0.548004 0.4 0.1 -0.2
C -0.413314 1.753339 1.808212 -0.3 0.2 -1.3
C -6.760000 -3.118084 0.263262 0.1 0.2 -0.1
C -0.614880 -1.054973 -1.920950 0.7 -0.7 0.2
C -0.901869 2.229110 -0.436478 -0.1 0.3 1.4
C 1.660940 -0.610309 -2.043101 -0.9 -0.5 -0.2
C 5.565900 2.653996 -0.030869 0.9 0.5 -0.4
C 3.421650 2.983572 -1.261217 0.3 -1.3 0.9
C -1.562880 0.982036 1.416975 -0.2 0.8 -0.9
C 9.543994 4.005934 -0.097801 2.5 0.8 0.1
C -0.064309 2.592179 0.692695 -1.0 -0.2 0.0
C -1.878792 1.294657 0.046455 0.2 0.2 0.9
C 3.470919 1.393212 0.304046 -0.7 0.2 -0.1
C -5.622921 -3.600060 1.169352 -1.6 -1.0 0.4
C 7.183688 4.347091 0.501119 0.1 -0.1 -0.1
C -5.331352 -5.077191 0.887073 0.2 0.0 -0.1
C 0.350194 -0.113504 -2.420575 0.8 -1.2 0.1
C 2.243143 2.339575 -1.260445 -0.3 -0.4 0.6
C 5.861435 3.906597 0.489081 0.3 0.1 0.2
H -4.525679 -5.452357 1.526230 -0.1 0.1 -0.1
H 5.048225 4.518886 0.882827 0.3 0.0 -0.1
H -6.229297 -5.680037 1.086538 0.2 0.3 0.0
H 0.086602 1.712760 2.776974 -0.3 0.2 -0.3
H -1.644425 -1.130003 -2.260057 0.1 0.2 0.5
H -2.795522 1.030245 -0.471881 0.3 -0.3 0.0
H -2.223069 0.435314 2.084474 0.4 -0.3 -0.2
H 0.139674 0.710418 -3.096836 0.1 -0.3 0.1
H 2.271489 -2.254744 -0.605473 -0.2 0.0 -0.4
H -6.501896 -3.237122 -0.793901 0.0 0.0 0.2
H 6.258593 0.833116 -0.953518 0.2 0.4 0.0
H 7.434071 5.340321 0.899018 -0.1 -0.6 -0.2
H -0.902287 2.694443 -1.417534 -0.1 0.0 0.3
H 3.771056 3.758018 -1.881810 0.5 0.7 -0.4
H -6.993823 -2.064595 0.447030 0.0 -0.1 0.0
H -5.231363 -3.771460 3.308669 -0.1 0.0 -0.1
H -5.046641 -5.233487 -0.158343 0.0 0.1 0.1
H 8.649469 1.665526 -1.093293 -0.4 0.2 0.4
H 0.572233 3.485952 0.727157 0.2 -0.9 -0.1
H 1.384653 2.468474 -1.902468 0.2 0.2 0.1
H 3.828687 0.756344 1.135498 -0.2 0.6 -0.7
H 2.604872 -0.296215 -2.509182 -0.5 0.2 0.8
H -6.927803 -4.017105 2.850324 0.3 0.1 -0.2
H -7.668938 -3.705596 0.457909 0.3 0.1 0.0
H -0.360379 -2.954737 -0.759441 0.0 0.4 0.4
H -6.244107 -2.379651 2.867787 0.0 -0.1 -0.1
```
Forces are in eV/Å.

Let us look at the Löwdin charges, expressed in e, one per atom: 1.784, 0.567, -0.114, -0.010, 0.196, 0.015, -0.132, -0.118, -0.196, -0.141, 0.009, -0.126, -0.119, -0.158, -0.191, -0.123, -0.227, 0.037, -0.137, -0.153, -0.131, -0.156, -0.062, -0.973, 0.014, -0.118, -0.185, -0.131, 0.004, 0.081, 0.131, 0.098, 0.131, 0.138, 0.137, 0.132, 0.129, 0.131, 0.080, 0.126, 0.141, 0.128, 0.140, 0.080, 0.081, 0.080, 0.139, 0.141, 0.105, 0.173, 0.142, 0.098, 0.097, 0.135, 0.080

No. 3
Entry from the Open Molecules 2025 dataset: a molecular structure, C24H26CrN8O3 at a distorted geometry (ωB97M-V/def2-TZVPD).

Summary:
Lowest unoccupied orbital energy (alpha / beta): -6.212 / -6.060 eV
Net charge: +2
E: -2637.99163 hartree
HOMO (alpha / beta): -12.09 / -12.29 eV
Spin multiplicity: 5
Frontier orbital gap (alpha / beta): 5.879 / 6.225 eV
Largest force on an atom: 2.6 eV/A

The geometry in XYZ format:
```
62
Properties=species:S:1:pos:R:3:forces:R:3
Cr 9.230501 12.824695 9.528491 -0.9 0.3 1.6
O 11.203129 9.410484 9.342355 0.2 -0.2 -0.3
O 10.653261 14.545277 11.539206 0.8 -0.9 -2.1
O 10.632315 11.540286 9.359634 1.1 1.7 -0.2
N 9.308026 13.976792 7.905669 -0.7 1.2 1.6
N 11.251336 7.807161 5.884513 0.2 0.7 0.3
N 12.565390 5.928976 5.509419 0.1 1.4 1.6
N 10.907917 14.055141 10.528973 -1.0 1.1 2.1
N 7.963200 14.263412 10.103364 0.1 -0.6 0.0
N 8.162228 11.232477 8.656743 1.4 -0.2 -0.3
N 8.716412 12.143537 11.480051 -0.4 1.0 -0.3
N 12.787421 7.206908 7.445662 1.0 0.2 1.3
C 8.892994 8.952874 7.717600 -0.4 0.5 0.8
C 6.049614 13.343494 13.833951 0.1 0.0 -1.8
C 8.547379 16.115021 7.045279 1.1 -0.2 0.3
C 10.992352 9.248867 6.260098 -0.5 -1.6 -0.9
C 7.881764 17.323936 7.246645 -0.5 -0.8 0.8
C 10.195661 13.880863 6.964025 0.5 1.5 -1.2
C 7.716831 12.897774 12.068625 0.5 1.2 -2.2
C 8.578883 15.166195 8.085552 0.3 -0.6 -2.4
C 9.247088 11.153607 12.156417 0.5 0.3 -0.3
C 6.143183 14.623514 11.773678 -0.5 0.9 -1.3
C 10.397649 10.316224 9.190397 -0.4 -1.6 0.5
C 5.512437 14.277845 12.985825 0.1 0.7 1.0
C 9.464589 9.401520 6.354145 1.3 0.1 2.2
C 7.192965 16.556465 9.445342 0.5 0.8 -0.6
C 9.442843 15.938358 5.966460 0.8 -0.5 -0.9
C 8.939694 9.973900 8.893520 0.6 -0.3 -0.2
C 7.140347 12.590602 13.285361 0.0 -0.6 1.5
C 10.341283 14.883133 5.964983 -0.8 -0.3 0.1
C 7.268592 14.044661 11.280392 0.4 -1.8 0.9
C 12.246753 7.009005 6.279218 -1.3 -0.9 -1.5
C 7.837193 15.353538 9.245179 -0.4 -0.7 1.3
C 7.725436 11.484562 13.938967 0.0 -0.9 0.6
C 8.802763 10.807121 13.409277 -0.6 -0.2 0.6
C 7.260128 17.562266 8.426836 0.0 -1.2 1.1
H 9.477795 16.651222 5.119694 -0.1 -0.3 0.8
H 9.392868 8.040683 8.060718 -0.2 0.1 -0.1
H 5.606667 13.101277 14.776524 0.0 -0.1 0.4
H 11.491199 9.472473 7.170489 0.5 0.2 0.5
H 12.288313 5.845337 4.565396 -0.3 0.1 -0.8
H 12.340381 7.805837 8.134652 0.1 0.1 -0.1
H 11.082403 14.757009 5.180167 -0.1 0.1 0.2
H 7.889026 18.030253 6.492593 0.1 1.4 -1.4
H 10.729578 7.498881 5.086257 -0.1 -0.2 -0.3
H 8.049258 11.344108 7.655930 -0.3 0.3 0.0
H 7.276703 11.157657 9.091899 -1.3 -0.1 0.2
H 7.306244 11.059456 14.858434 0.1 0.6 -0.2
H 8.561536 9.542725 9.841753 0.1 -0.1 -0.7
H 9.185479 10.414974 6.143495 -0.3 0.5 -0.5
H 10.877298 13.069650 7.060778 0.4 -0.8 -0.3
H 5.703285 15.334961 11.083975 -0.4 0.2 0.6
H 10.088657 10.681241 11.693458 0.3 -0.5 -0.1
H 4.676165 14.915757 13.299646 0.2 -0.6 -0.2
H 6.757687 16.801674 10.404018 -0.1 0.0 -0.2
H 9.107680 8.714086 5.650636 -1.1 -0.5 -1.4
H 12.994438 5.137354 5.936578 0.3 -0.4 0.2
H 6.869525 18.524757 8.639250 -0.5 0.7 0.1
H 9.245589 9.958377 13.906698 0.0 0.0 0.2
H 11.402677 9.798717 5.432467 0.1 0.6 -0.2
H 13.670584 6.792704 7.700550 -0.1 -0.1 0.0
H 7.834955 8.760575 7.630004 -0.4 -0.5 -0.4
```
Forces are in eV/Å.

Let us look at the Löwdin charges, expressed in e, one per atom: 0.882, 0.059, 0.135, -0.109, -0.015, 0.098, 0.217, 0.140, -0.039, 0.062, 0.027, 0.242, -0.107, 0.001, -0.141, -0.101, -0.024, -0.101, -0.131, -0.128, -0.110, -0.017, -0.654, -0.041, -0.128, 0.035, 0.042, -0.225, -0.145, -0.004, -0.208, -0.419, -0.218, 0.043, -0.017, -0.016, 0.146, 0.128, 0.117, 0.081, 0.115, 0.112, 0.117, 0.104, 0.148, 0.108, 0.110, 0.140, 0.168, 0.106, 0.112, 0.103, 0.117, 0.127, 0.108, 0.095, 0.124, 0.112, 0.122, 0.125, 0.148, 0.118

No. 4
Entry from the Open Molecules 2025 dataset: a molecular structure, C24H26DyN4O3S at a distorted geometry (ωB97M-V/def2-TZVPD).

Summary:
Lowest unoccupied orbital energy (alpha / beta): -3.083 / -3.030 eV
Net charge: +1
E: -2658.06372 hartree
HOMO (alpha / beta): -10.06 / -10.05 eV
Spin multiplicity: 6
Frontier orbital gap (alpha / beta): 6.972 / 7.022 eV
Largest force on an atom: 1.2 eV/A

The geometry in XYZ format:
```
59
Properties=species:S:1:pos:R:3:forces:R:3
Dy 0.183567 -0.115202 0.168695 0.9 -0.4 0.7
S -0.880758 -3.196028 -0.070246 0.1 -0.1 -0.1
O 1.151712 2.843185 -2.834985 0.0 0.1 -0.1
O -3.996950 -0.120352 1.172600 -0.1 0.0 0.0
O 0.336163 -2.265663 -0.339333 -0.3 -0.5 0.0
N 0.003029 1.552353 -1.270037 -0.2 0.3 -0.2
N 2.406158 0.417978 -0.562913 0.1 0.2 -0.2
N -0.735531 -0.997819 2.236275 -0.2 0.0 0.2
N -1.948454 0.407500 0.189658 -0.3 0.3 -0.1
C -2.991887 3.383417 -2.607574 0.1 0.0 0.0
C -1.231797 -2.683801 -2.838011 -0.1 0.0 0.0
C 3.566357 -0.170066 -0.234213 -0.2 0.0 0.1
C -3.992753 2.789410 -1.866546 0.0 0.0 0.0
C -2.065999 -1.083978 2.090655 -0.1 0.2 -0.1
C 0.196529 -5.463033 -1.468727 0.1 0.0 0.0
C 1.081780 2.001626 -1.959192 -0.1 -0.1 0.1
C -0.891515 -1.200289 -2.965106 -0.1 -0.1 0.0
C 4.751245 0.108329 -0.873949 0.1 0.0 -0.1
C -0.823749 -2.726164 3.880870 -0.1 -0.1 0.1
C 2.392692 1.314097 -1.564358 0.0 0.1 0.0
C 1.587101 -5.003286 -1.900167 0.0 0.0 0.0
C -0.244560 -4.873519 -0.131438 0.1 0.0 -0.1
C 3.544177 1.643350 -2.257631 0.1 0.0 0.0
C -2.359723 1.402608 -0.755583 -0.1 -0.1 0.1
C -3.678620 1.800782 -0.942404 -0.1 0.0 0.0
C -2.833023 -1.971894 2.826861 0.0 0.0 0.2
C -2.786088 -0.183976 1.078889 0.2 0.1 -0.1
C 4.737651 1.035517 -1.909197 0.0 0.0 0.0
C -1.667764 2.998828 -2.433699 0.0 0.0 0.0
C -0.134837 -1.808455 3.119381 0.1 0.1 0.0
C -2.204305 -2.807039 3.731797 0.0 0.0 0.0
C -1.934539 -3.065163 -1.527795 0.1 0.1 -0.1
C -1.330205 2.012447 -1.512530 0.2 0.0 -0.1
H -1.713041 -0.561569 -2.634482 0.0 0.0 0.0
H -0.292698 -3.351161 4.585622 0.0 0.0 0.0
H -5.024871 3.089763 -1.993787 0.0 0.0 0.0
H -0.333965 -3.279733 -2.983548 0.0 0.0 0.0
H 2.334323 -5.284643 -1.154920 0.0 0.0 0.0
H 5.661684 -0.388447 -0.567466 0.0 0.0 0.0
H -2.676226 -2.311998 -1.251234 0.0 0.0 0.0
H 1.871144 -5.464156 -2.845824 0.0 0.0 0.0
H 0.001779 -0.957780 -2.392432 0.1 0.0 -0.1
H -0.888244 3.468440 -3.008029 0.0 0.0 0.0
H 0.590457 -4.813626 0.572649 0.0 -0.1 0.0
H -3.227035 4.156804 -3.327620 0.0 0.0 0.0
H -0.533662 -5.239782 -2.244956 -0.1 0.0 0.0
H -1.919636 -2.961992 -3.638894 0.0 0.0 0.0
H 0.178535 -6.548024 -1.355175 0.1 0.0 0.0
H 3.464673 2.376271 -3.047566 0.0 0.0 0.0
H -3.902954 -1.969372 2.672848 0.0 0.0 0.0
H -0.672797 -0.938712 -3.999923 0.0 0.0 0.0
H -2.778864 -3.511208 4.320107 0.0 0.0 0.0
H 1.632733 -3.918861 -2.023567 0.0 -0.1 0.0
H -2.448451 -4.027700 -1.584955 0.0 0.0 0.0
H -1.034031 -5.457982 0.350331 0.0 0.0 -0.1
H -4.455907 1.338156 -0.358300 0.0 0.0 0.0
H 5.651041 1.280051 -2.436812 0.0 0.0 0.0
H 0.939230 -1.705283 3.220997 0.0 0.0 0.0
H 3.533479 -0.890457 0.575591 0.0 0.0 0.0
```
Forces are in eV/Å.

Let us look at the Löwdin charges, expressed in e, one per atom: 1.704, 1.011, 0.072, 0.075, -0.666, -0.088, -0.052, -0.055, -0.079, -0.075, -0.244, -0.119, -0.078, -0.224, -0.267, -0.469, -0.083, -0.037, -0.035, -0.175, -0.091, -0.323, 0.026, -0.219, -0.014, 0.014, -0.479, -0.012, -0.009, -0.128, -0.017, -0.300, -0.217, 0.080, 0.117, 0.107, 0.088, 0.084, 0.117, 0.095, 0.084, 0.030, 0.098, 0.101, 0.107, 0.092, 0.125, 0.119, 0.129, 0.130, 0.098, 0.123, 0.062, 0.106, 0.103, 0.098, 0.123, 0.119, 0.115